ORCA calculation (ωB97M-V/def2-TZVPD) on an isolated molecule of C2H4N2O at a distorted geometry.

Properties
Calculated total energy in eV: -7163.2073
SMILES: C=NNC=O
LUMO energy in eV: 0.6
Maximum force in eV/A: 8.5
Gap between HOMO and LUMO in eV: 10.35
Total charge: 0
Relative energy (zero: lowest compared OMol25 entry of this formula, charge and spin) in kcal/mol: 75.46

Structure (XYZ):
```
9
Properties=species:S:1:pos:R:3:nbo_charge:R:1
O 1.66 0.92 0.03 -0.5290
N 0.20 -0.81 0.28 -0.4559
N -1.02 -0.49 -0.05 -0.2444
C -1.33 0.81 -0.03 -0.1648
C 1.39 -0.21 -0.07 0.5373
H -0.72 1.78 0.33 0.2028
H -2.38 0.93 -0.01 0.1791
H 2.12 -1.20 -0.16 0.0881
H 0.09 -1.74 -0.31 0.3867
```

ORCA calculation (ωB97M-V/def2-TZVPD) on an isolated molecule of C6H10N2O3 at a distorted geometry.

Properties
Calculated total energy in eV: -15500.8776
LUMO energy (alpha / beta) in eV: -0.1 / 0.2
Maximum force in eV/A: 5.1
Gap between HOMO and LUMO (alpha / beta) in eV: 8.45 / 8.64
Total charge: 0
Relative energy (zero: lowest compared OMol25 entry of this formula, charge and spin) in kcal/mol: 164.40

Structure (XYZ):
```
21
Properties=species:S:1:pos:R:3:nbo_charge:R:1
O 2.79 -0.17 0.71 -0.3872
O -1.26 0.92 -1.61 -0.3910
O 1.33 -2.07 -1.53 -0.4621
N 2.16 0.00 -0.37 -0.0214
N -0.44 0.66 -0.67 0.0404
C 1.08 -1.16 -0.80 0.7042
C 1.85 1.22 -0.97 -0.2762
C -0.29 -0.65 -0.15 -0.0306
C 0.51 1.68 -0.28 -0.2620
C -1.43 -1.53 -0.43 -0.6053
C -0.15 -0.59 1.33 -0.6280
H -0.70 0.20 1.77 0.2289
H 1.67 1.14 -2.07 0.2324
H 2.64 1.87 -0.63 0.2359
H -0.78 -1.42 1.73 0.2270
H -1.21 -2.50 -0.19 0.2245
H 0.68 1.72 0.82 0.2195
H -1.92 -1.43 -1.44 0.2507
H 0.04 2.57 -0.60 0.2401
H 0.79 -0.72 1.72 0.2446
H -2.26 -1.19 0.26 0.2157
```

ORCA calculation (ωB97M-V/def2-TZVPD) on an isolated molecule of C4H4O at a distorted geometry.

Properties
Calculated total energy in eV: -6257.0585
SMILES: O=C1[C@H]2C[C@@H]12
LUMO energy in eV: 0.8
Maximum force in eV/A: 3.2
Gap between HOMO and LUMO in eV: 10.61
Total charge: 0
Relative energy (zero: lowest compared OMol25 entry of this formula, charge and spin) in kcal/mol: 53.52

Structure (XYZ):
```
9
Properties=species:S:1:pos:R:3:nbo_charge:R:1
O -2.49 0.03 -0.09 -0.4902
C -0.11 0.84 0.15 -0.2983
C -0.14 -0.75 0.21 -0.3050
C -1.34 0.03 0.02 0.5704
C 0.87 -0.06 -0.60 -0.3828
H 0.10 1.36 1.18 0.2323
H 0.29 -1.35 1.09 0.2369
H 1.92 -0.14 -0.31 0.2228
H 0.89 0.05 -1.65 0.2139
```

ORCA calculation (ωB97M-V/def2-TZVPD) on an isolated molecule of C7H11NOS at a distorted geometry.

Properties
Calculated total energy in eV: -21808.3469
SMILES: CC[C@@]12CC(=O)N1CCS2
LUMO energy in eV: 0.7
Maximum force in eV/A: 4.0
Gap between HOMO and LUMO in eV: 9.66
Total charge: 0
Relative energy (zero: lowest compared OMol25 entry of this formula, charge and spin) in kcal/mol: 29.56

Structure (XYZ):
```
21
Properties=species:S:1:pos:R:3:nbo_charge:R:1
S 0.37 1.20 1.29 0.2043
O -2.36 0.82 -2.24 -0.5550
N -1.41 -0.12 -0.30 -0.4648
C -2.16 0.16 0.88 -0.2350
C -1.12 0.47 1.92 -0.5566
C -1.42 0.51 -1.57 0.7044
C 1.17 -1.08 0.00 -0.4580
C 2.64 -0.66 -0.31 -0.6410
C 0.09 0.76 -1.57 -0.5668
C 0.27 0.14 -0.20 0.0901
H 0.81 -1.82 -0.73 0.2180
H -0.73 -0.53 2.10 0.2036
H -2.86 1.08 0.69 0.2008
H -1.52 1.06 2.81 0.2543
H -2.82 -0.70 1.15 0.2146
H 3.13 -0.23 0.63 0.2322
H 3.30 -1.56 -0.40 0.2258
H 2.71 -0.06 -1.27 0.2215
H 0.44 1.81 -1.69 0.2596
H 0.64 0.06 -2.29 0.2254
H 0.83 -1.31 1.12 0.2227
```

ORCA calculation (ωB97M-V/def2-TZVPD) on an isolated molecule of C22H30N4O at a distorted geometry.

Properties
Calculated total energy in eV: -31289.4358
SMILES: Cc1ccc([C@H](CNC(=O)Nc2cccc(C)c2)N2CCN(C)CC2)cc1
LUMO energy in eV: 0.3
Maximum force in eV/A: 19.4
Gap between HOMO and LUMO in eV: 8.23
Total charge: 0
Relative energy (zero: lowest compared OMol25 entry of this formula, charge and spin) in kcal/mol: 498.48

Structure (XYZ):
```
57
Properties=species:S:1:pos:R:3:nbo_charge:R:1
O 0.09 3.26 1.64 -0.6053
N -0.11 1.46 2.77 -0.6176
N -2.85 2.23 -2.54 -0.4591
N 1.48 1.67 0.98 -0.7342
N -0.33 1.55 -1.32 -0.4547
C 0.37 2.21 1.84 0.8251
C -0.82 -1.92 3.48 -0.0638
C -2.40 0.89 -2.70 -0.2061
C -2.09 -2.79 3.57 -0.5797
C 0.14 -2.81 3.30 -0.2003
C -1.09 -0.73 3.23 -0.2604
C 1.29 -1.83 3.31 -0.1392
C 1.65 -0.14 -1.53 -0.0297
C 1.97 2.19 -0.19 -0.2145
C -0.88 2.75 -1.31 -0.2408
C 0.14 -0.03 2.88 0.2351
C 3.15 -1.61 -1.72 -0.1510
C 1.22 1.45 -1.52 -0.0186
C 1.00 -0.93 -0.61 -0.2568
C 3.06 -3.93 -0.72 -0.6180
C -0.67 0.99 -2.64 -0.2225
C 1.56 -2.18 -0.38 -0.1707
C 2.83 -0.42 -1.95 -0.2261
C -2.28 2.67 -1.57 -0.1344
C -4.32 2.05 -2.69 -0.4066
C 1.37 -0.61 2.97 -0.3365
C 2.49 -2.52 -1.03 -0.0520
H 0.31 -3.88 3.60 0.2499
H -0.36 3.29 -0.63 0.2478
H 1.59 1.89 -2.37 0.1731
H 4.18 -3.92 -0.73 0.2182
H -0.83 1.91 3.01 0.3895
H -2.04 -3.93 3.02 0.2159
H -0.34 1.56 -3.42 0.1695
H 2.27 0.07 2.79 0.2651
H 1.51 3.24 -0.24 0.2193
H -2.99 3.69 -1.28 0.1766
H 2.35 -2.33 3.05 0.1928
H 2.73 -4.73 -1.60 0.2127
H -4.49 3.20 -2.55 0.1997
H -0.35 -0.19 -2.83 0.2082
H -0.12 -0.68 -0.18 0.2531
H -2.45 0.29 -1.72 0.1631
H -4.45 1.71 -3.71 0.2238
H -2.02 -0.24 3.38 0.2272
H -0.61 3.54 -2.19 0.1018
H -2.21 -3.23 4.73 0.1906
H -4.60 1.60 -1.81 0.1935
H 2.97 2.05 -0.19 0.1956
H 4.32 -1.95 -2.18 0.1700
H -2.94 -2.31 3.54 0.1888
H -2.68 2.29 -0.53 0.0897
H 1.33 0.58 1.06 0.3997
H -2.64 0.43 -3.52 0.1779
H 2.66 -4.25 0.30 0.2202
H 3.27 0.33 -2.57 0.2156
H 0.65 -2.97 0.18 0.1894
```

ORCA calculation (ωB97M-V/def2-TZVPD) on an isolated molecule of C30H30N4O5 at a distorted geometry.

Properties
Calculated total energy in eV: -47795.9493
SMILES: COc1ccc(N2CCN(C(=O)CNC(=O)c3cn(-c4ccccc4OC)c(=O)c4ccccc34)CC2)cc1
LUMO energy in eV: 0.4
Maximum force in eV/A: 1.1
Gap between HOMO and LUMO in eV: 7.80
Total charge: 0
Relative energy (zero: lowest compared OMol25 entry of this formula, charge and spin) in kcal/mol: 52.60

Structure (XYZ):
```
69
Properties=species:S:1:pos:R:3:nbo_charge:R:1
O 2.47 2.50 1.23 -0.5032
O -2.53 -2.74 -1.09 -0.6440
O 0.70 -0.06 2.50 -0.5257
O -3.93 1.60 0.98 -0.6343
O 3.77 -2.05 -0.02 -0.6008
N -2.18 -1.09 0.41 -0.6099
N 1.71 -2.08 0.95 -0.4234
N -1.66 1.68 -2.43 -0.4308
N -3.83 0.99 -1.18 -0.4263
C 2.70 -2.58 -2.56 -0.1393
C -0.28 -2.25 -0.36 -0.2475
C -0.69 1.88 -1.45 0.1373
C 0.31 3.20 0.33 -0.3047
C -0.73 2.96 -0.56 -0.2154
C 3.88 -2.33 3.94 -0.2372
C 1.75 -0.77 3.01 0.3685
C -3.53 0.09 -2.26 -0.2538
C 2.33 -0.52 4.25 -0.3166
C 2.26 -1.82 2.24 0.0617
C -0.06 -2.72 -2.81 -0.2374
C -3.57 -0.72 0.57 -0.3186
C 0.50 -2.47 -1.55 0.0811
C 1.45 1.27 -0.49 -0.2271
C 1.41 2.35 0.38 0.2661
C 1.90 -2.41 -1.43 -0.1974
C -1.76 -2.09 -0.40 0.6787
C 0.43 1.05 -1.39 -0.2398
C 0.36 -2.12 0.82 0.1158
C 2.13 -2.81 -3.79 -0.2262
C -2.08 0.34 -2.77 -0.2195
C 3.38 -1.29 4.71 -0.1795
C 0.75 -2.89 -3.91 -0.1772
C -3.80 0.73 0.14 0.6751
C 2.61 3.73 1.91 -0.2498
C -2.73 2.63 -2.62 -0.2286
C -3.88 2.38 -1.62 -0.2447
C 3.31 -2.59 2.71 -0.1530
C 0.19 1.03 3.24 -0.2560
C 2.57 -2.17 -0.15 0.6641
H -0.19 -2.07 1.75 0.2290
H -3.85 -0.78 1.63 0.2233
H 1.82 3.88 2.65 0.1633
H -2.35 3.64 -2.53 0.2199
H -4.25 0.28 -3.06 0.1939
H -1.41 -0.38 -2.31 0.2177
H -0.58 1.48 2.61 0.2136
H 0.23 4.05 0.99 0.2179
H -0.25 0.69 4.18 0.1796
H -1.13 -2.79 -2.90 0.2439
H 3.82 -1.08 5.67 0.2159
H -2.05 0.21 -3.85 0.1935
H 4.70 -2.93 4.30 0.2185
H 0.97 1.77 3.45 0.1830
H -3.09 2.50 -3.64 0.1960
H 3.77 -2.53 -2.43 0.2396
H 0.30 -3.08 -4.88 0.2157
H 3.69 -3.39 2.09 0.2339
H 2.31 0.62 -0.46 0.2284
H 1.96 0.28 4.87 0.2227
H -1.57 3.63 -0.55 0.2059
H 2.61 4.57 1.21 0.1794
H -1.50 -0.52 0.89 0.4159
H -4.18 -1.43 0.00 0.2429
H 0.54 0.23 -2.09 0.2198
H -3.80 3.00 -0.73 0.2430
H -3.63 -0.95 -1.96 0.2499
H -4.85 2.57 -2.10 0.1947
H 3.57 3.67 2.42 0.2011
H 2.76 -2.95 -4.66 0.2173
```